# C47H98F2IN14O11SSi

12 unconnected molecules or ions with the total composition C47H98F2IN14O11SSi (ωB97M-V/def2-TZVPD, the Open Molecules 2025 dataset).

- HOMO energy: -9.80 eV
- Spin multiplicity: 1
- Electronic energy: -125960.9391 eV
- Total charge: +1

Last column: Mulliken charge in e.
Cartesian coordinates (Å):
H 1.575 -2.510 2.269  0.34
C -1.061 6.456 15.490  -0.85
O 0.884 -6.846 -8.130  -0.60
H 0.189 3.466 -5.743  0.39
C 4.807 2.196 0.218  0.02
C -5.852 -8.166 1.483  -0.82
H 4.366 9.319 -1.096  0.30
H 3.780 -5.956 -8.806  0.39
O -2.406 -1.880 -5.919  -0.57
C -4.153 -0.768 3.279  -0.80
H -0.766 1.258 -8.192  0.27
H -0.730 5.292 7.077  0.23
C 6.826 0.902 -4.560  -1.03
H -2.613 1.893 7.171  0.30
C 2.212 2.570 2.715  0.56
C -2.131 -2.537 2.732  -0.47
C 7.504 0.619 -3.228  0.78
N 4.384 2.766 1.420  -0.43
H -0.952 -3.347 -3.607  0.41
C 1.113 -2.000 3.115  -1.32
H -1.068 1.275 6.572  0.20
C 4.584 8.349 -1.541  -0.88
H 3.334 -0.287 0.857  0.15
H -4.744 -0.392 -6.399  0.25
C -0.068 1.427 -5.055  0.97
H 0.739 -4.700 -6.240  0.17
H -1.343 -3.249 2.514  0.30
O -1.419 -2.647 -9.090  -0.75
H 1.925 -1.555 3.691  0.40
H -2.248 -2.128 9.651  0.30
H -5.996 0.792 -2.950  0.34
H 10.152 -0.711 -4.471  0.30
C 2.072 -7.119 -8.188  0.80
H -3.265 -4.022 -8.488  0.15
H 0.281 3.124 10.417  0.25
H -1.503 1.099 8.276  0.32
C -4.401 -4.325 -10.253  -0.94
O 6.892 0.649 -2.157  -0.75
H -4.843 -8.316 1.095  0.27
N 6.057 2.062 -0.125  -0.09
C 2.562 2.206 0.144  -1.17
F 2.303 3.951 2.596  -0.34
C 6.148 6.182 -0.268  -1.36
C -1.815 -2.884 -5.530  0.96
S 3.563 0.312 2.026  -0.30
H -6.005 1.975 -4.271  0.32
O -8.541 0.223 -4.632  -0.66
H -4.966 -0.087 3.494  0.38
H -0.472 -1.234 0.212  0.56
H 0.663 2.072 -7.541  0.40
N 2.481 -8.376 -8.495  -0.18
H -2.548 -0.382 9.709  0.36
C -0.332 4.180 8.684  0.83
C 3.146 -6.085 -7.929  -1.24
N -3.300 -3.796 -9.471  -0.08
H 2.661 -5.141 -7.705  0.22
H -2.129 7.122 12.838  0.37
H -7.062 -1.171 -5.888  0.21
O -0.465 1.002 -3.979  -0.64
H 6.429 6.069 -1.315  0.39
C -0.325 -4.841 -6.048  -0.93
C 4.649 6.271 -0.121  0.79
H 1.148 -0.585 0.313  0.20
H -6.296 -6.405 0.386  0.23
I 3.937 2.010 -2.559  0.31
N -6.538 -0.527 -5.318  -0.08
H -2.919 -0.312 6.036  0.04
H -5.602 -6.679 4.011  0.39
O -1.389 3.576 8.592  -0.66
C -2.243 -2.607 -11.335  -1.57
H 10.508 1.012 -4.304  0.30
N 8.820 0.353 -3.250  -0.18
C -5.085 -0.581 -5.381  -0.72
N -0.020 5.151 7.778  -0.12
H 3.769 -6.376 -7.082  0.35
H 4.189 3.755 1.155  0.55
H 6.777 2.484 0.435  0.27
H -2.573 -2.639 -3.563  0.37
C -1.930 -3.338 -4.089  -1.63
H 5.660 8.236 -1.616  0.33
C 0.109 1.138 -7.552  -0.94
H 2.504 3.281 -0.056  0.62
H -5.454 -2.469 3.271  0.42
H -7.386 1.871 -3.164  0.29
H -2.176 -3.483 -11.980  0.39
C -4.438 -2.114 3.164  -0.29
H -1.385 7.373 15.009  0.32
H -0.459 -5.114 -5.006  0.42
C 0.314 0.952 3.497  -0.33
H -0.281 0.507 0.322  0.27
H 1.048 0.721 4.268  0.60
N -0.639 5.485 14.499  -0.19
C 0.735 2.218 2.731  -1.16
H 6.919 0.070 -5.255  0.41
C 0.705 2.730 -5.127  -1.41
C 1.174 5.969 7.722  -0.85
O -3.195 -2.295 7.351  -0.67
H -4.723 -1.563 -5.086  0.20
H -0.474 7.756 12.922  0.36
H 1.602 1.785 -0.135  0.39
C -3.424 -3.019 2.900  -0.69
C 3.836 -8.881 -8.610  -0.84
H 4.160 8.326 -2.544  0.29
H -5.353 -3.973 -9.856  0.30
O 4.011 5.450 0.541  -0.69
H 6.631 7.072 0.133  0.44
N -6.261 -6.785 1.319  -0.18
H -2.363 -4.337 -4.026  0.38
C -2.868 -0.293 3.103  -0.25
Si -0.062 -0.649 2.533  0.24
H -0.995 -0.996 9.115  0.33
H 0.623 -2.721 3.767  0.45
H -3.135 -2.039 -11.602  0.41
C -2.069 -1.184 9.147  -1.32
H -3.604 -4.080 2.811  0.44
H -1.889 6.063 16.081  0.29
H 5.766 1.080 -4.380  -0.13
H 0.786 3.114 -4.114  0.23
H 6.497 5.318 0.290  0.20
H -2.656 0.766 3.179  0.41
H 1.618 3.578 9.342  0.46
C -6.625 1.297 -3.684  -1.17
C 9.706 0.281 -4.400  -0.87
H 0.738 0.361 -7.988  0.27
H 1.706 2.568 -5.531  0.35
H -0.991 -3.276 -7.320  0.19
H 0.919 7.028 7.806  0.30
C -2.278 -3.012 -9.882  0.94
C -1.825 -1.188 2.823  0.39
H -4.319 -4.007 -11.287  0.36
N -1.053 -3.623 -6.362  0.15
C -0.619 5.615 13.149  0.76
H 1.700 5.820 6.777  0.24
C 0.128 -0.443 0.666  -1.14
H -0.830 -0.089 -6.099  0.07
H -0.600 1.208 4.036  0.05
H 4.005 -9.690 -7.898  0.28
C -6.624 -5.893 2.281  0.82
H 9.161 0.482 -5.315  0.34
H -1.368 -1.984 -11.493  0.29
H 0.832 4.792 10.380  0.32
C -1.891 1.086 7.268  -0.86
H -0.668 -5.658 -6.678  0.32
N 3.783 1.733 -0.555  -0.56
C -2.643 -1.282 7.750  0.90
H 4.016 -9.268 -9.614  0.29
O -6.946 -4.757 1.980  -0.63
H 3.016 7.285 -0.586  0.25
H 0.350 2.231 1.712  0.45
H 1.721 -9.017 -8.658  0.24
H -0.315 4.587 14.822  0.24
C -7.324 0.295 -4.576  0.73
H 9.215 0.180 -2.338  0.25
H 4.553 -8.092 -8.412  0.32
F 2.822 2.254 3.892  -0.33
H 0.287 3.082 3.223  0.47
H -0.239 6.692 16.168  0.29
C 3.063 2.028 1.569  1.29
C 0.669 3.905 9.775  -1.30
N -0.296 0.767 -6.211  0.03
H -6.920 -5.548 4.348  0.29
O -0.235 4.699 12.438  -0.60
H -1.016 6.868 11.487  0.21
H -4.646 0.161 -4.723  0.26
N -2.517 -0.190 6.954  0.10
C -1.091 6.929 12.569  -1.22
H 6.320 1.480 -0.932  0.37
H -7.288 -7.208 3.856  0.44
H -4.399 -5.415 -10.224  0.30
C -6.605 -6.370 3.715  -1.38
H 7.273 1.791 -5.005  0.38
N 4.014 7.285 -0.731  -0.17
H 1.844 5.711 8.534  0.34
H -5.862 -8.440 2.532  0.31
H -6.527 -8.834 0.945  0.29